## one
74
Properties=species:S:1:pos:R:3:lowdin_charge:R:1 method="wB97M-V/def2-TZVPD" homo_lumo_gap_ev="4.920 / 6.559" lumo_energy_ev="2.30 / 2.32" homo_energy_ev="-2.6 / -4.2" charge=-1 spin_multiplicity=8
C 1.4388 -2.6545 -3.0928 -0.11
C 3.2525 -2.2827 -0.9787 -0.02
C -1.4185 0.7536 -2.0182 -0.24
O -2.1722 0.8206 0.1964 -0.22
H -1.3021 6.9840 4.0408 0.08
O 2.0712 1.7098 -2.2070 -0.29
C -3.2609 0.8743 1.1077 -0.07
C 2.5651 -3.4870 -2.9507 -0.19
H -0.2810 0.9510 3.3049 -0.04
Eu 0.4489 0.8461 0.5448 1.96
C -2.5692 2.0032 -3.7433 -0.11
H -1.9671 3.5937 0.4973 0.10
N -0.4166 -0.0612 -1.4952 -0.15
O 0.4074 2.9057 -1.0228 -0.42
H 0.7947 -5.6779 0.7950 0.10
C 0.7773 -3.9395 -5.0453 -0.11
N 0.0767 -0.8643 -2.4139 0.04
C -0.3669 6.7723 3.5202 -0.04
H 1.8392 -4.2999 2.6096 0.11
C -0.3436 -4.0026 0.0290 -0.05
H -0.8077 -4.5346 -0.7909 0.11
C 1.9038 -4.7632 -4.9027 -0.12
C 1.1752 -1.5906 -2.1438 -0.19
O 1.9469 -0.5758 -0.1117 -0.28
C -3.4763 2.5017 -2.8253 -0.12
C 0.8302 -2.5178 2.0152 -0.29
Cl 1.8534 2.7562 -1.2744 0.65
C 2.0995 -1.4406 -1.0550 -0.35
H -1.2531 -2.1264 -0.4889 0.10
N -0.0270 -1.9044 1.1586 0.07
C -2.3750 1.2596 -1.1019 -0.26
C 1.4228 -1.6669 3.0966 -0.15
S 1.5922 2.1102 3.1506 0.56
H 2.0810 -5.5723 -5.5974 0.09
H -0.2306 7.5469 2.7644 0.08
H 4.3526 -3.9008 -1.7809 0.10
C -1.3647 5.1471 1.8731 -0.02
H 0.0781 -4.1131 -5.8534 0.09
H 3.9299 -2.1040 -0.1565 0.11
H -2.9671 0.2733 1.9611 0.07
C -0.5975 -2.6520 0.1915 -0.12
N -0.4399 2.9766 1.7337 -0.07
H 0.8935 -0.6398 4.9174 0.11
H -1.4518 -1.6287 3.2304 0.11
C -0.4181 5.4201 2.8754 -0.34
O 2.4310 3.9752 -1.6765 -0.28
H -4.2595 3.1794 -3.1339 0.09
C -1.5576 1.1460 -3.3524 -0.03
H -3.4499 1.8955 1.4498 0.09
O -0.8831 0.2766 2.9170 -0.23
C -1.3206 3.8870 1.3158 -0.12
H 2.3008 -2.1695 3.5069 0.12
H -4.1635 0.4757 0.6368 0.10
H -2.6383 2.2932 -4.7837 0.09
H -4.0958 2.4750 -0.7634 0.10
H -0.8372 0.7706 -4.0652 0.10
C 0.5545 -2.9150 -4.1643 -0.04
C -0.9208 -0.8503 3.7805 -0.26
C 0.4378 -1.3627 4.2337 -0.17
O 2.3622 2.3581 0.0563 -0.48
C 0.4403 3.3166 2.6943 -0.84
C 2.7745 -4.5313 -3.8733 -0.06
H -2.0633 5.8959 1.5328 0.10
H 0.4556 6.8127 4.2287 0.07
H -0.3112 -2.2780 -4.2652 0.09
H 3.6521 -5.1525 -3.7419 0.10
H 0.2511 -2.2722 4.8142 0.11
C 1.1338 -3.8623 1.9154 -0.02
N 0.4651 4.5295 3.2773 0.10
C -3.3782 2.1218 -1.4895 -0.06
C 0.5492 -4.6298 0.9035 -0.05
C 3.4807 -3.2681 -1.8751 -0.06
H -1.5212 -0.6015 4.6678 0.12
H 1.7874 -0.7212 2.6905 0.06

## two
74
Properties=species:S:1:pos:R:3:lowdin_charge:R:1 method="wB97M-V/def2-TZVPD" homo_lumo_gap_ev="5.067 / 6.619" lumo_energy_ev="2.29 / 2.40" homo_energy_ev="-2.8 / -4.2" charge=-1 spin_multiplicity=8
N 4.5074 -1.2046 -0.2390 0.05
C -4.0475 -0.8349 -4.4233 -0.12
H -0.5851 -0.6101 4.1574 0.11
O 0.1228 -2.9486 -1.5508 -0.43
H 8.4168 0.0058 -2.6755 0.07
H 4.1944 -0.1935 3.0502 0.10
H -5.4957 -0.5107 0.9131 0.08
H 2.5422 -0.9544 1.4078 0.07
H 0.5663 3.0700 -2.3994 0.12
H -7.2753 -0.3546 4.8146 0.09
H -2.0499 -0.8175 -5.1676 0.09
C 2.5325 2.6828 2.4336 -0.03
C -2.0754 -0.7119 -3.0271 -0.22
H -0.1666 0.0655 -4.7335 0.10
O 0.3778 -4.9129 -0.1821 -0.27
H 1.1117 -0.7422 -3.7969 -0.01
N -3.1876 -0.5767 0.3590 0.04
H -5.0295 -0.4043 5.8267 0.10
H 2.4707 3.7266 2.7161 0.11
H 4.2200 2.2344 3.6876 0.10
H 7.8493 -1.0694 -0.5602 0.09
H 7.1856 -0.1496 -3.9487 0.08
C -1.5840 -0.5736 3.7345 -0.03
Cl 0.1576 -3.5065 -0.1840 0.67
C -2.9121 -0.5539 1.6849 -0.17
H 1.6265 2.0931 -1.3889 0.05
N -2.2304 -0.5952 -0.6013 -0.11
N 5.1163 -0.1267 -2.2694 0.08
C 5.7933 -1.3567 0.0326 -0.15
H -5.9070 -0.8555 -3.3615 0.09
C -2.6886 -0.5272 4.5407 -0.06
Eu 0.2025 -0.8444 -0.3593 1.78
H -1.2090 1.9591 -1.2669 0.11
O -0.6915 -0.6677 -2.8684 -0.24
C 6.8050 -0.9244 -0.8012 -0.05
S 2.5174 -0.4062 -1.8605 0.59
C 1.6028 2.1670 1.5397 -0.26
O -1.0540 -3.0873 0.4669 -0.32
O 1.2723 -2.7861 0.4837 -0.45
C 4.1915 -0.5956 -1.3997 -0.78
C 2.5487 0.0841 1.7119 -0.16
C -5.1472 -0.4268 4.7476 -0.07
C 0.5650 3.6342 -0.3069 -0.17
C 0.6673 2.6058 -1.4148 -0.25
C -4.2408 -0.7352 -2.0275 -0.03
C -2.6600 -0.7877 -4.2803 -0.05
H 0.2860 3.8037 1.8128 0.11
O -0.5248 -0.5567 1.6567 -0.29
C -6.5154 -0.4325 2.7819 -0.11
C 6.3967 -0.2934 -1.9675 -0.36
C 0.4394 3.0072 1.0826 -0.13
H -0.1606 -1.7126 -4.5754 0.10
C -5.3997 -0.4848 1.9893 -0.03
N 1.6484 0.8857 1.1505 0.04
H -4.4873 -0.9006 -5.4107 0.09
O -0.3210 1.5825 -1.2562 -0.18
H -2.5940 -0.5256 5.6208 0.10
H 7.2926 1.3355 -3.0178 0.08
C -4.0943 -0.5090 2.5396 -0.09
C -2.8466 -0.6795 -1.8443 -0.22
H 1.4473 4.2817 -0.3597 0.12
C 3.4886 0.5124 2.6339 -0.06
H -0.4441 2.3675 1.1182 0.11
H -4.8505 -0.7273 -1.1398 0.07
C -1.6615 -0.5690 2.3318 -0.34
C -3.9786 -0.4857 3.9510 -0.19
C 7.3921 0.2504 -2.9557 -0.05
H -7.4984 -0.4187 2.3250 0.09
H -0.3086 4.2758 -0.4686 0.11
C 0.0640 -0.7709 -4.0703 -0.11
C -4.8261 -0.8099 -3.2835 -0.12
C 3.4947 1.8486 2.9810 -0.07
H 6.0283 -1.8507 0.9729 0.10
C -6.3927 -0.3993 4.1874 -0.12

The structure with the most favorable energy is one; the runner-up is 120.9 kJ/mol above it.

## one
14
Properties=species:S:1:pos:R:3:nbo_charge:R:1 method="wB97M-V/def2-TZVPD" homo_lumo_gap_ev=10.489 lumo_energy_ev=-3.78 homo_energy_ev=-14.3 charge=+1
C -1.5058 0.0422 -1.3848 0.54
H 1.5314 2.1426 1.0464 0.43
H 0.0262 -0.7582 2.0871 0.42
H -1.0282 -0.8921 -3.1378 0.41
H 1.3928 -1.8111 1.7634 0.44
C 1.6928 0.2196 1.6210 0.42
H 2.7589 0.2569 1.8311 0.22
N -1.7566 -0.7101 -2.4597 -0.78
H 0.3176 1.0320 0.4061 0.47
N 1.0994 1.2320 1.0532 -0.70
H -2.6996 -0.7400 -2.8105 0.41
H -2.3931 0.2751 -0.7836 0.13
N 1.0077 -0.8875 1.8947 -0.74
O -0.4434 0.5988 -1.1266 -0.68

## two
14
Properties=species:S:1:pos:R:3:nbo_charge:R:1 method="wB97M-V/def2-TZVPD" homo_lumo_gap_ev=11.914 lumo_energy_ev=-2.68 homo_energy_ev=-14.6 charge=+1
H -2.6295 -0.4880 -1.1355 0.41
H -2.2539 0.7961 1.5219 0.15
H 1.0323 1.3528 0.0136 0.45
C 2.2099 -0.2393 -0.1951 0.40
N 1.9934 0.9772 0.0534 -0.72
N -2.9138 -0.0398 -0.2400 -0.79
H 0.3332 -0.9933 -0.0788 0.45
H 1.4521 -2.1831 -0.3221 0.44
H 2.6770 1.7037 0.2826 0.44
N 1.3627 -1.1816 -0.2191 -0.72
O -0.7367 0.3365 0.2161 -0.72
H -3.9104 0.1163 -0.0714 0.43
H 3.2807 -0.5607 -0.3875 0.22
C -1.8970 0.4032 0.5620 0.57

## three
14
Properties=species:S:1:pos:R:3:nbo_charge:R:1 method="wB97M-V/def2-TZVPD" homo_lumo_gap_ev=9.396 lumo_energy_ev=-4.80 homo_energy_ev=-14.2 charge=+1
H -2.1198 2.2805 0.5163 0.39
N -0.1773 1.5155 -1.0255 -0.86
H -0.3178 2.4430 -1.4364 0.43
H -0.6623 -2.6524 -0.4202 0.01
O 1.3925 -1.0658 -0.4903 -0.60
H 1.9349 -1.8545 -0.6547 0.55
N -1.6410 1.4881 0.8877 -0.64
C 0.9531 -0.8211 0.6868 0.58
N 0.2249 0.2362 1.0046 -0.54
H -0.3139 0.1199 1.9176 0.47
H -0.2112 -2.3283 -1.1130 -0.01
H 0.4565 0.9958 -1.6235 0.42
H 1.1033 -1.5682 1.5064 0.22
C -0.6218 1.2114 0.2443 0.58

## four
14
Properties=species:S:1:pos:R:3:nbo_charge:R:1 method="wB97M-V/def2-TZVPD" homo_lumo_gap_ev="6.606 / 8.026" lumo_energy_ev="-7.42 / -6.48" homo_energy_ev="-14.0 / -14.5" charge=+1
O 1.8018 0.8947 -1.0856 -0.62
H -3.3804 1.0506 -0.0826 0.36
H -1.1091 0.9567 0.6986 0.36
H 0.4824 -1.4547 0.6589 0.38
N 0.5262 -0.7442 -0.0697 -0.66
H -3.2600 -0.4559 -0.7005 0.28
H 2.8628 -1.3399 0.8974 0.42
C 1.6887 -0.0881 -0.2690 0.75
N -1.5469 0.6950 -0.1386 -0.18
C -2.7505 0.1184 0.0874 -0.51
H 3.7881 -0.0247 0.1876 0.44
N 2.8846 -0.6103 0.1648 -0.79
H 0.9916 1.2500 -1.4919 0.54
H -2.9793 -0.2476 1.1431 0.23

The structure with the most favorable energy is two; the runner-up is 11.5 kJ/mol above it.

## one
15
Properties=species:S:1:pos:R:3:nbo_charge:R:1 method="wB97M-V/def2-TZVPD" homo_lumo_gap_ev=9.327 lumo_energy_ev=-4.05 homo_energy_ev=-13.4 charge=+1 smiles="[NH3+][C@]1(C=O)N=CCS1"
C 1.0211 -1.8971 -0.0035 -0.56
N -0.7734 1.3028 -1.1448 -0.72
H 1.2827 -2.6774 -0.6744 0.27
O -2.1559 1.6166 1.1262 -0.47
H 0.8363 -2.3785 0.9408 0.26
H 0.0052 1.8422 -1.3065 0.45
C -0.2850 0.3003 -0.0634 0.03
H -1.0871 0.8550 -1.9478 0.43
S -0.7456 -1.4169 -0.5190 0.19
H -0.7174 0.5280 2.2317 0.18
N 1.0297 0.4710 0.2180 -0.47
C -1.2180 0.9215 1.4105 0.49
C 1.7484 -0.5773 0.0930 0.20
H 2.7634 -0.5116 0.2606 0.23
H -1.7044 1.6215 -0.6213 0.47

## two
15
Properties=species:S:1:pos:R:3:nbo_charge:R:1 method="wB97M-V/def2-TZVPD" homo_lumo_gap_ev=7.932 lumo_energy_ev=-4.60 homo_energy_ev=-12.5 charge=+1
N 1.1313 0.9504 1.2438 -0.52
H -0.3595 -2.0755 -1.1662 0.45
C -1.3689 -0.3905 -0.5395 -0.36
C 1.0562 -0.6241 -0.7099 -0.44
H 0.0083 2.6892 1.5136 0.27
H 1.8137 1.1606 1.9673 0.44
C 0.9684 -0.5458 0.6795 0.59
H -2.2889 -0.3819 -1.1284 0.26
O 0.6584 -1.3213 1.5366 -0.53
S -1.1604 1.4148 -0.0760 0.37
N -0.2429 -1.0570 -1.2667 -0.51
H -0.2513 -0.8376 -2.2690 0.45
H 1.4575 0.2286 -1.2358 0.22
C 0.1103 1.7133 1.0525 0.04
H -1.5322 -0.9232 0.3982 0.27

The structure with the most favorable energy is one; the runner-up is 39.5 kJ/mol above it.

## one
9
Properties=species:S:1:pos:R:3:nbo_charge:R:1 method="wB97M-V/def2-TZVPD" homo_lumo_gap_ev=10.266 lumo_energy_ev=-0.07 homo_energy_ev=-10.3 smiles="C#CC(C)=O"
C -0.2877 0.5809 -0.0230 0.48
C 1.1662 0.2804 -0.0765 -0.13
H -0.7936 -1.5438 -0.4160 0.24
H 3.4930 0.1347 -0.1230 0.26
C 2.4064 0.2478 0.0608 -0.15
C -1.2587 -0.5696 -0.0266 -0.72
O -0.7193 1.7309 -0.0035 -0.50
H -2.3967 -0.1741 -0.5391 0.26
H -1.6096 -0.6872 1.1469 0.26

## two
9
Properties=species:S:1:pos:R:3:nbo_charge:R:1 method="wB97M-V/def2-TZVPD" homo_lumo_gap_ev=10.739 lumo_energy_ev=0.32 homo_energy_ev=-10.4 smiles="C#CC(C)=O"
C -1.2383 -0.2302 1.7929 -0.15
O -0.9527 1.0968 -1.4865 -0.49
H 1.2250 -0.3103 -1.8206 0.24
H 1.0770 -1.0491 -0.1867 0.23
C -0.3908 0.4573 -0.6272 0.52
H -1.4647 -0.5910 2.7716 0.24
H 1.7167 0.5881 -0.3612 0.24
C -0.9672 0.1670 0.6878 -0.14
C 0.9950 -0.1287 -0.7701 -0.70

The structure with the most favorable energy is two; the runner-up is 114.8 kJ/mol above it.

## one
9
Properties=species:S:1:pos:R:3:nbo_charge:R:1 method="wB97M-V/def2-TZVPD" homo_lumo_gap_ev=10.382 lumo_energy_ev=0.75 homo_energy_ev=-9.6
C 0.0775 -0.7433 0.0860 -0.24
C 1.3102 0.0120 0.0131 0.56
H -0.2827 1.4383 1.0571 0.24
C -0.8223 0.1176 -0.6505 -0.40
O 2.4933 -0.0710 -0.0141 -0.51
H -0.0975 -1.6977 1.0484 0.22
H -1.8943 0.1144 -0.1576 0.20
C 0.1116 0.7638 0.3550 -0.30
H -0.8958 0.0658 -1.7374 0.23

## two
9
Properties=species:S:1:pos:R:3:nbo_charge:R:1 method="wB97M-V/def2-TZVPD" homo_lumo_gap_ev=10.615 lumo_energy_ev=0.93 homo_energy_ev=-9.7 smiles="O=C1[C@H]2C[C@@H]12"
H 0.2018 0.0696 -1.5387 0.21
H 1.2612 0.0561 -0.1838 0.21
O -3.0975 0.0102 -0.0709 -0.53
C -0.7287 0.7972 0.1656 -0.26
H -0.4805 -1.4336 0.9159 0.22
H -0.4430 1.5422 0.8932 0.23
C 0.3170 -0.0098 -0.5303 -0.38
C -0.7438 -0.8015 0.1642 -0.25
C -1.9164 -0.0221 -0.0910 0.55

The structure with the most favorable energy is two; the runner-up is 91.0 kJ/mol above it.